{"formula": "CBrFN2O4", "method": "ωB97M-V with the def2-TZVPD basis set", "multiplicity": 1, "smiles": "O=[N+]([O-])C(F)(Br)[N+](=O)[O-]", "max_force_ev_per_a": 2.560, "homo_lumo_gap_ha": 0.369, "lumo_ev": -1.46, "symbols": ["C", "N", "N", "O", "O", "O", "O", "F", "Br"], "xyz": [[-0.338800, 0.034186, 0.414944], [0.267683, -1.250095, -0.229204], [0.303969, 1.285067, -0.184433], [-0.375343, -1.640408, -1.165168], [-0.193219, 1.615347, -1.226787], [1.276224, -1.727726, 0.247134], [1.297726, 1.696817, 0.338892], [-0.073931, 0.036365, 1.756828], [-2.164312, -0.049552, 0.047798]], "atomic_forces_ev_per_a": [[-0.1, -0.3, 2.5], [0.8, -0.2, 0.0], [0.4, -0.9, -0.9], [0.7, -0.5, -0.3], [0.0, 0.6, -0.3], [-0.8, 0.7, -0.1], [0.0, 0.2, 0.4], [-0.1, -0.2, -1.9], [-0.9, 0.5, 0.5]], "nbo_charge": [0.355, 0.485, 0.485, -0.313, -0.321, -0.303, -0.295, -0.286, 0.193]}

---

{"formula": "C10H16", "method": "ωB97M-V with the def2-TZVPD basis set", "multiplicity": 1, "smiles": "Cc1ccccc1.CCC", "max_force_ev_per_a": 3.810, "homo_lumo_gap_ha": 0.361, "lumo_ev": 0.96, "symbols": ["C", "C", "C", "H", "H", "H", "H", "H", "H", "H", "H", "C", "C", "C", "C", "C", "C", "C", "H", "H", "H", "H", "H", "H", "H", "H"], "xyz": [[-4.493692, 0.699047, -0.229596], [-3.535739, -0.465976, -0.130118], [-4.305135, 1.461775, -1.566086], [-5.538063, 0.559046, -0.028036], [-4.064514, 1.320165, 0.585277], [-4.050908, -1.395806, -0.018541], [-3.393881, 2.104468, -1.471299], [-4.029247, 0.680316, -2.307511], [-2.922226, -0.360665, 0.714428], [-2.958976, -0.668299, -1.100349], [-5.197788, 1.840164, -1.981246], [2.791586, 1.679770, 1.565576], [2.611981, -1.845143, 0.435750], [2.920893, -0.756729, 1.224743], [1.790464, -1.774217, -0.680751], [2.215038, 0.443542, 0.833623], [1.089646, -0.650149, -1.043179], [1.237630, 0.441379, -0.153888], [2.944546, -2.785251, 0.802060], [3.496370, -0.997705, 2.086607], [1.646088, -2.735774, -1.164299], [0.663774, -0.362536, -2.045525], [2.738694, 2.557631, 0.752180], [3.936138, 1.527654, 1.843973], [0.730672, 1.366362, -0.496740], [2.063303, 1.950448, 2.292578]], "atomic_forces_ev_per_a": [[1.6, 1.9, 0.1], [-0.4, -1.4, -2.4], [1.9, -1.9, 0.3], [-0.4, -0.6, 0.2], [-1.1, 0.4, -0.4], [-0.5, -0.8, 0.3], [-1.2, 0.0, -0.4], [0.0, 0.4, 0.2], [1.3, 0.0, 0.8], [-0.4, 0.7, 1.5], [-0.8, 1.4, -0.1], [0.7, 1.1, -3.5], [-0.4, 0.4, 0.8], [-2.8, 0.1, -2.6], [-0.4, -1.7, -0.6], [2.4, -0.4, 2.1], [0.6, 1.7, 0.3], [0.6, 0.7, -1.3], [0.4, -0.9, -0.3], [0.6, 0.9, 0.6], [0.0, 0.3, -0.5], [-0.1, -1.2, 1.3], [0.4, -1.6, 1.9], [-2.8, 0.4, -0.2], [0.5, -0.4, 0.7], [0.2, 0.5, 1.3]], "nbo_charge": [-0.411, -0.609, -0.607, 0.204, 0.193, 0.208, 0.209, 0.193, 0.207, 0.201, 0.211, -0.639, -0.196, -0.232, -0.241, 0.010, -0.197, -0.237, 0.202, 0.220, 0.210, 0.227, 0.209, 0.232, 0.209, 0.224]}

---

{"formula": "CH4N2S", "method": "ωB97M-V with the def2-TZVPD basis set", "multiplicity": 1, "max_force_ev_per_a": 5.292, "homo_lumo_gap_ha": 0.282, "lumo_ev": -0.17, "symbols": ["C", "N", "N", "S", "H", "H", "H", "H"], "xyz": [[-1.895861, 0.291141, -0.069234], [0.914339, -0.324601, 0.108532], [-0.353620, -0.753760, -0.048243], [-3.294913, -0.294157, 0.363221], [-1.593243, 1.305178, -0.242539], [1.215657, -0.099380, 1.059052], [1.160488, 0.387960, -0.566565], [-0.607488, -1.633663, 0.367598]], "atomic_forces_ev_per_a": [[3.8, -2.6, 1.7], [0.8, 0.4, 0.6], [-4.7, 1.8, -1.5], [0.1, -0.1, -0.4], [0.2, 0.4, -0.5], [-0.3, 0.3, -0.3], [0.1, -0.2, 0.1], [0.1, 0.0, 0.3]], "nbo_charge": [-0.183, -0.631, -0.507, 0.096, 0.179, 0.332, 0.357, 0.359]}

---

{"formula": "C36H33N6O4S2SbSe4Zn", "method": "ωB97M-V with the def2-TZVPD basis set", "multiplicity": 1, "max_force_ev_per_a": 0.394, "homo_lumo_gap_ha": 0.219, "total_charge": -2, "lumo_ev": 3.54, "symbols": ["Zn", "N", "C", "C", "C", "C", "C", "C", "C", "N", "C", "C", "N", "C", "H", "H", "H", "H", "H", "H", "H", "Se", "Sb", "Se", "Se", "Se", "C", "C", "C", "C", "C", "C", "C", "C", "C", "C", "O", "O", "H", "H", "H", "H", "H", "H", "H", "H", "H", "H", "H", "N", "C", "C", "C", "C", "C", "C", "S", "O", "O", "N", "C", "S", "C", "C", "N", "H", "H", "H", "H", "H", "H", "H", "H", "C", "C", "C", "C", "C", "C", "C", "H", "H", "H", "H", "H", "H", "H"], "xyz": [[0.258527, -0.106971, 0.779592], [4.758421, 8.408880, 5.176988], [4.149254, 7.485040, 4.862729], [3.397641, 6.316990, 4.490230], [2.830955, 6.213412, 3.221931], [2.094133, 5.093717, 2.878283], [1.954786, 4.069374, 3.803067], [2.529404, 4.156382, 5.067096], [3.243165, 5.285439, 5.416345], [1.221094, 2.907873, 3.462774], [0.367693, 2.210417, 4.299398], [-0.115325, 1.179902, 3.567193], [0.422341, 1.237157, 2.301924], [1.204492, 2.293223, 2.259688], [2.957480, 7.007633, 2.498899], [1.628633, 5.017739, 1.903971], [2.435275, 3.330409, 5.759585], [3.698803, 5.366988, 6.393879], [0.171290, 2.533116, 5.305451], [-0.799606, 0.398172, 3.842788], [1.795068, 2.629486, 1.414082], [-0.305218, 4.712566, -3.291942], [0.424045, 4.088474, -1.078333], [2.794372, 4.358635, -0.627416], [-1.044555, 4.509513, 0.812251], [0.191583, 1.425595, -1.242102], [-3.975829, 3.143825, -3.130686], [-3.588748, 1.936857, -2.320883], [-3.166605, 0.763039, -2.938141], [-2.738171, -0.332415, -2.203890], [-2.199614, -1.556814, -2.894625], [-2.759207, -0.262541, -0.808651], [-3.175703, 0.899352, -0.167170], [-3.111953, 1.032410, 1.332214], [-3.582280, 1.988136, -0.935119], [-2.245920, -1.445952, -0.015343], [-3.017344, -2.310140, 0.377909], [-0.960199, -1.481583, 0.140424], [-4.261893, 2.860993, -4.145916], [-3.130761, 3.834222, -3.196328], [-4.811041, 3.676304, -2.671252], [-3.133488, 0.715995, -4.023071], [-2.203883, -1.425769, -3.977074], [-2.783031, -2.444997, -2.639853], [-1.168725, -1.743386, -2.582539], [-3.084009, 0.058737, 1.824665], [-3.974175, 1.585249, 1.710051], [-2.227938, 1.610535, 1.617076], [-3.859657, 2.909803, -0.433957], [3.956586, -6.866431, -1.521438], [3.790592, -5.615517, -0.908045], [2.741264, -4.778913, -1.291776], [2.590003, -3.536325, -0.708689], [3.492566, -3.110698, 0.259690], [4.538161, -3.930667, 0.645397], [4.690112, -5.178461, 0.061149], [3.255602, -1.517082, 1.003856], [3.470201, -0.527847, -0.018830], [4.090963, -1.487279, 2.179300], [1.692046, -1.494159, 1.331993], [1.180487, -2.240491, 2.361120], [1.826994, -3.759399, 2.946571], [0.486747, -3.891553, 4.023765], [-0.327174, -2.824039, 3.864404], [0.067469, -1.891199, 2.945374], [3.101459, -7.249497, -1.893768], [4.434349, -7.540991, -0.944519], [2.031172, -5.114476, -2.039113], [1.751728, -2.903243, -0.976142], [5.214925, -3.589766, 1.417824], [5.506940, -5.824717, 0.363583], [0.380303, -4.722855, 4.699934], [-1.249489, -2.665446, 4.405342], [1.780737, 1.031801, -2.334884], [1.378193, 0.253640, -3.550930], [1.860075, -1.036809, -3.745743], [1.477353, -1.779620, -4.856854], [0.608445, -1.234416, -5.789154], [0.124807, 0.057042, -5.601905], [0.500591, 0.794453, -4.491790], [2.487324, 0.483192, -1.721258], [2.220430, 2.000143, -2.580232], [2.540272, -1.460015, -3.014055], [1.856846, -2.786483, -4.988624], [0.302393, -1.811951, -6.653628], [-0.559687, 0.489388, -6.322434], [0.106652, 1.793977, -4.331860]], "atomic_forces_ev_per_a": [[0.1, 0.0, -0.3], [0.0, 0.0, 0.0], [0.0, 0.0, 0.0], [0.0, 0.0, 0.0], [0.0, 0.0, 0.0], [0.0, 0.0, 0.0], [0.0, 0.0, 0.0], [0.0, 0.0, 0.0], [0.0, 0.0, 0.0], [0.0, 0.0, 0.0], [0.0, 0.0, 0.0], [0.0, 0.0, 0.0], [-0.1, 0.0, 0.0], [0.0, 0.0, 0.0], [0.0, 0.0, 0.0], [0.0, 0.0, 0.0], [0.0, 0.0, 0.0], [0.0, 0.0, 0.0], [0.0, 0.0, 0.0], [0.0, 0.0, 0.0], [0.0, 0.0, 0.0], [0.0, 0.0, 0.0], [0.0, 0.0, 0.1], [0.0, 0.0, 0.0], [0.0, 0.0, 0.0], [0.0, 0.0, 0.0], [0.0, 0.0, 0.0], [0.0, 0.0, 0.0], [0.0, 0.0, 0.0], [0.0, 0.0, 0.0], [0.0, 0.0, 0.0], [0.0, 0.0, 0.0], [0.0, 0.0, 0.0], [0.0, 0.0, 0.0], [0.0, 0.0, 0.0], [0.0, 0.0, -0.1], [0.0, 0.0, 0.0], [-0.1, 0.0, 0.3], [0.0, 0.0, 0.0], [0.0, 0.0, 0.0], [0.0, 0.0, 0.0], [0.0, 0.0, 0.0], [0.0, 0.0, 0.0], [0.0, 0.0, 0.0], [0.0, 0.0, 0.0], [0.0, 0.0, 0.0], [0.0, 0.0, 0.0], [0.0, 0.0, 0.0], [0.0, 0.0, 0.0], [0.0, 0.0, 0.0], [0.0, 0.0, 0.0], [0.0, 0.0, 0.0], [0.0, 0.0, 0.0], [0.0, 0.0, 0.0], [0.0, 0.0, 0.0], [0.0, 0.0, 0.0], [0.0, -0.1, -0.2], [0.0, 0.0, 0.0], [0.0, -0.1, 0.0], [0.1, 0.2, 0.4], [0.0, 0.0, 0.0], [0.0, 0.0, 0.0], [0.0, 0.0, 0.0], [0.0, 0.0, 0.0], [0.0, 0.0, 0.0], [0.0, 0.0, 0.0], [0.0, 0.0, 0.0], [0.0, 0.0, 0.0], [0.0, 0.0, 0.0], [0.0, 0.0, 0.0], [0.0, 0.0, 0.0], [0.0, 0.0, 0.0], [0.0, 0.0, 0.0], [0.0, 0.0, 0.0], [0.0, 0.0, 0.0], [0.0, 0.0, 0.0], [0.0, 0.0, 0.0], [0.0, 0.0, 0.0], [0.0, 0.0, 0.0], [0.0, 0.0, 0.0], [0.0, 0.0, 0.0], [0.0, 0.0, 0.0], [0.0, 0.0, 0.0], [0.0, 0.0, 0.0], [0.0, 0.0, 0.0], [0.0, 0.0, 0.0], [0.0, 0.0, 0.0]], "mulliken_charge": [1.136, -0.596, 0.127, 0.628, -1.111, -0.055, 0.390, -0.548, -0.857, 0.345, -0.621, -0.990, 0.203, -0.548, 0.474, 0.486, 0.512, 0.415, 0.518, 0.588, 0.623, -0.737, 0.756, -0.716, -0.689, -0.239, -1.375, 0.591, -0.704, 1.384, -1.418, 0.998, 1.296, -1.657, -0.873, -0.931, -0.731, -0.351, 0.380, 0.107, 0.387, 0.219, 0.412, 0.392, -0.059, 0.317, 0.543, -0.050, 0.329, -0.618, 1.110, -1.007, -0.563, -0.922, -0.279, -0.709, 1.383, -0.768, -0.788, 0.286, 0.164, -0.051, -0.335, -0.876, 0.068, 0.241, 0.221, 0.334, 0.907, 0.497, 0.272, 0.412, 0.358, -0.878, 0.179, -0.425, -0.599, -0.415, -0.722, 0.254, 0.254, 0.559, 0.494, 0.388, 0.343, 0.388, 0.143]}

---

{"formula": "C3H5N4OS", "method": "ωB97M-V with the def2-TZVPD basis set", "multiplicity": 1, "max_force_ev_per_a": 5.713, "homo_lumo_gap_ha": 0.298, "total_charge": 1, "lumo_ev": -4.96, "symbols": ["C", "C", "C", "N", "N", "N", "N", "O", "S", "H", "H", "H", "H", "H"], "xyz": [[1.024707, -0.121038, 0.023681], [-2.521315, -0.635802, 0.218056], [-0.569809, 1.250001, -0.631089], [0.553819, 1.197031, 0.047396], [-2.828344, -1.725677, -0.250095], [3.338214, -0.486434, 0.525265], [2.164736, -0.306634, 0.684718], [0.314736, -1.069228, -0.243677], [-2.278441, 0.846478, 0.669755], [-0.989861, 2.066849, -1.066667], [-0.901973, 0.385883, -1.235011], [1.227237, 1.952669, 0.019403], [-2.491407, -2.650278, -0.021361], [3.957707, -0.703822, 1.259629]], "atomic_forces_ev_per_a": [[0.4, -1.7, 0.3], [-1.3, -5.1, -2.1], [-2.7, -2.4, -0.6], [1.0, -0.2, -0.9], [1.1, 4.0, 1.7], [-0.1, 0.4, -4.7], [1.0, 0.0, 3.4], [0.0, 0.3, -0.4], [0.1, 1.6, 0.7], [-0.4, 3.0, -0.7], [1.0, 0.3, 0.4], [-0.2, 0.2, 0.4], [0.0, -0.2, 0.0], [0.0, -0.2, 2.4]], "nbo_charge": [0.700, 0.267, -0.042, -0.594, -0.504, -0.185, -0.124, -0.581, 0.299, 0.238, 0.257, 0.446, 0.460, 0.363]}

---

{"formula": "C16H36BrCaClF2LiNO7Si2", "method": "ωB97M-V with the def2-TZVPD basis set", "multiplicity": 1, "max_force_ev_per_a": 7.324, "homo_lumo_gap_ha": 0.080, "lumo_ev": -4.29, "symbols": ["C", "C", "O", "C", "C", "O", "C", "C", "O", "C", "Si", "O", "Si", "C", "C", "N", "C", "C", "C", "Cl", "H", "H", "H", "H", "H", "H", "H", "H", "H", "H", "H", "H", "H", "H", "H", "H", "H", "H", "H", "H", "H", "H", "H", "H", "H", "H", "H", "H", "C", "C", "O", "C", "O", "O", "C", "H", "H", "H", "H", "H", "H", "H", "H", "F", "Li", "Ca", "F", "Br"], "xyz": [[-2.439435, 3.376647, 4.489045], [-3.241047, 2.304808, 3.773222], [-2.783454, 2.072764, 2.461144], [-2.384399, 0.679505, 2.242405], [-2.583994, 0.263873, 0.803188], [-1.526373, 0.596717, -0.053767], [-1.306700, -0.333098, -1.068723], [0.185250, -0.708777, -0.958178], [0.449700, -0.793428, 0.408679], [1.752056, -1.227424, 0.721222], [2.052432, -0.499363, 2.454073], [2.960030, 0.899676, 2.338272], [2.073860, 2.275105, 1.857901], [1.834852, 2.156210, -0.008919], [2.335449, 3.305798, -0.844289], [1.883823, 3.445907, -2.025116], [3.124006, 3.753765, 2.408312], [2.382564, 5.058655, 2.759079], [2.034555, 5.835529, 1.489286], [0.956976, 4.828763, 3.802875], [-2.388202, 4.296281, 3.909649], [-1.435812, 3.039249, 4.728384], [-2.957676, 3.616730, 5.421013], [-3.250418, 1.411766, 4.399179], [-4.281148, 2.658177, 3.709819], [-3.058394, 0.040094, 2.799324], [-1.373406, 0.530506, 2.592653], [-2.795100, -0.800267, 0.875693], [-3.494641, 0.795820, 0.382086], [-1.501292, 0.087587, -2.063291], [-1.909347, -1.240034, -0.943149], [0.429805, -1.627303, -1.493460], [0.713285, 0.146067, -1.399233], [1.775411, -2.323099, 0.824244], [2.508182, -0.924850, -0.009332], [2.654864, -1.524231, 3.335368], [0.737925, -0.126969, 2.998445], [0.769967, 2.304001, 2.530585], [2.286063, 1.257669, -0.431394], [0.759502, 2.081566, -0.216087], [3.084686, 4.016977, -0.487127], [2.313472, 4.254586, -2.473619], [3.939733, 3.966306, 1.717983], [3.615048, 3.428055, 3.331457], [3.076965, 5.685972, 3.315669], [2.937867, 5.906484, 0.887034], [1.247694, 5.292815, 0.959670], [1.686934, 6.840665, 1.716486], [0.125556, -7.936699, -4.084585], [-1.152373, -7.144203, -3.948946], [-0.950743, -5.783271, -3.508666], [-0.551234, -4.909524, -4.534549], [-0.395358, -5.210700, -5.674690], [-0.376998, -3.665261, -4.067293], [0.091334, -2.739091, -5.077568], [0.713923, -7.875280, -3.169620], [-0.093381, -8.982463, -4.301076], [0.733312, -7.532732, -4.890634], [-1.767430, -7.605150, -3.158317], [-1.730448, -7.168839, -4.875661], [-0.539355, -2.760559, -5.963409], [1.122167, -2.971980, -5.334961], [0.046706, -1.752269, -4.628077], [-2.090850, -1.710213, 2.409747], [-3.637921, 2.948154, 0.633223], [-2.741515, -6.465519, -2.012751], [-0.919660, 3.568815, 0.216097], [0.262148, -4.685463, -1.996021]], "atomic_forces_ev_per_a": [[-0.2, 0.1, 0.1], [-0.3, 0.8, 0.4], [-0.4, -0.1, -0.7], [-0.6, 0.5, -0.3], [-0.3, 1.1, -0.1], [-0.6, -0.1, -0.1], [0.9, -0.7, 0.1], [-0.8, 0.9, -0.3], [0.3, -0.1, -0.3], [0.1, -0.4, 1.0], [0.0, 0.1, -0.3], [-0.8, 0.1, 0.1], [0.5, -0.2, -0.5], [0.1, 0.6, 0.0], [-0.5, -0.2, -0.7], [0.2, 0.0, 0.0], [-0.5, -0.2, 0.9], [1.1, 0.5, -1.1], [-0.5, -0.4, 0.4], [0.0, 0.0, 0.1], [0.1, 0.0, -0.2], [0.2, 0.0, -0.1], [0.1, 0.0, 0.1], [0.1, -0.3, -0.3], [-0.1, -0.1, 0.0], [0.1, 0.0, 0.3], [0.2, 0.0, -0.1], [0.2, -0.2, -0.2], [-0.1, -0.2, 0.3], [-0.1, 0.1, 0.0], [-0.1, 0.1, 0.1], [0.0, -0.2, -0.1], [0.4, -0.2, 0.0], [0.0, 0.0, -0.3], [0.0, 0.1, -0.1], [0.4, 0.1, 0.0], [0.0, -0.1, 0.1], [0.1, -0.1, 0.1], [0.2, -0.1, 0.2], [-0.1, 0.2, 0.2], [0.0, -0.2, 0.4], [0.0, 0.0, 0.0], [0.0, 0.1, -0.2], [0.0, -0.2, 0.0], [-0.1, 0.0, 0.4], [0.0, 0.0, -0.2], [0.0, 0.1, -0.3], [-0.1, 0.0, 0.0], [0.3, 0.0, 0.3], [0.7, 0.1, -1.5], [-3.3, -2.2, -3.8], [0.2, 2.5, -0.1], [-0.2, -1.3, -0.1], [-1.3, -0.6, -2.3], [0.0, 0.3, -0.2], [0.0, 0.0, 0.0], [-0.1, 0.0, 0.0], [-0.1, 0.1, -0.1], [0.6, -1.2, -0.7], [-0.1, -0.1, 0.0], [0.0, -0.1, 0.0], [0.0, -0.1, 0.0], [0.0, -0.1, 0.2], [-0.1, -1.0, 0.1], [2.1, -0.3, 0.6], [1.2, 2.8, 1.3], [-0.9, 0.1, 0.1], [2.3, 0.2, 7.0]], "nbo_charge": [-0.623, -0.053, -0.631, -0.085, -0.067, -0.517, -0.060, -0.080, -0.538, -0.509, 1.427, -1.237, 1.668, -1.020, 0.173, -0.627, -0.904, -0.167, -0.634, -0.066, 0.214, 0.221, 0.194, 0.184, 0.138, 0.219, 0.229, 0.268, 0.040, 0.153, 0.158, 0.162, 0.172, 0.191, 0.186, -0.225, -0.185, -0.177, 0.243, 0.343, 0.135, 0.315, 0.232, 0.242, 0.192, 0.196, 0.260, 0.209, -0.651, -0.057, -0.646, 1.017, -0.595, -0.482, -0.265, 0.252, 0.230, 0.262, 0.011, 0.232, 0.195, 0.204, 0.224, -0.922, 0.953, 1.704, -0.970, -0.656]}